C36H34F3N4O2RbS | ωB97M-V/def2-TZVPD

Properties
* HOMO: -2.070 eV
* LUMO: 0.1458 Ha
* E: -67587.5715 eV
* total charge: -2
* HOMO-LUMO gap: 0.2219 Ha

Atoms and positions in Å:
1 Rb -1.840 1.157 -1.781
2 C 4.436 1.469 -0.352
3 C 3.590 2.692 0.014
4 C 2.666 2.430 1.188
5 C 3.230 2.024 2.398
6 C 2.449 1.663 3.482
7 C 1.066 1.701 3.354
8 C 0.462 2.118 2.177
9 C -1.042 2.140 2.064
10 C -1.641 3.550 2.043
11 C 1.262 2.506 1.080
12 N 0.622 2.858 -0.111
13 C 0.847 4.005 -0.646
14 C 0.365 4.451 -1.910
15 C 0.633 5.713 -2.484
16 C -0.001 5.708 -3.724
17 C -0.613 4.436 -3.827
18 N -0.395 3.679 -2.749
19 H 5.049 1.675 -1.232
20 H 3.792 0.617 -0.580
21 H 5.103 1.177 0.463
22 H 3.014 2.982 -0.859
23 H 4.250 3.532 0.251
24 H 4.312 1.976 2.479
25 H 2.907 1.333 4.407
26 H 0.437 1.393 4.183
27 H -1.462 1.588 2.906
28 H -1.332 1.602 1.164
29 H -1.427 4.072 2.980
30 H -2.725 3.504 1.920
31 H -1.234 4.140 1.223
32 H 1.464 4.738 -0.105
33 H 1.210 6.510 -2.032
34 H -0.026 6.502 -4.459
35 H -1.215 4.065 -4.649
36 F -8.501 -0.061 -5.012
37 C -7.196 -0.246 -5.396
38 F -6.901 0.763 -6.198
39 F -7.237 -1.366 -6.188
40 C -6.323 -0.477 -4.199
41 C -6.709 -1.583 -3.454
42 C -6.029 -1.944 -2.308
43 C -4.958 -1.136 -1.946
44 N -4.569 -0.075 -2.637
45 C -5.198 0.308 -3.791
46 S -4.541 1.663 -4.609
47 H -7.560 -2.168 -3.787
48 H -6.310 -2.806 -1.717
49 H -4.380 -1.348 -1.048
50 C 4.615 -1.984 3.435
51 C 3.375 -2.846 3.480
52 C 3.204 -3.705 4.561
53 C 2.055 -4.477 4.667
54 C 1.105 -4.431 3.667
55 C 1.270 -3.597 2.553
56 N 0.245 -3.611 1.604
57 C 0.342 -3.415 0.224
58 C 1.385 -3.983 -0.508
59 C 1.437 -3.847 -1.887
60 C 0.435 -3.161 -2.560
61 C -0.599 -2.586 -1.831
62 C -0.658 -2.694 -0.447
63 C -1.776 -2.002 0.322
64 O -2.232 -2.606 1.320
65 O -2.112 -0.877 -0.120
66 C 2.397 -2.762 2.474
67 C 2.496 -1.724 1.382
68 H 5.249 -2.193 4.298
69 H 4.360 -0.924 3.453
70 H 5.201 -2.164 2.530
71 H 3.965 -3.752 5.332
72 H 1.913 -5.132 5.520
73 H 0.213 -5.045 3.715
74 H -0.705 -3.448 1.934
75 H 2.151 -4.542 0.021
76 H 2.258 -4.290 -2.439
77 H 0.466 -3.059 -3.638
78 H -1.381 -2.028 -2.335
79 H 2.743 -2.158 0.410
80 H 3.245 -0.973 1.616
81 H 1.539 -1.210 1.262

C36H34N2O5S6Ti | ωB97M-V/def2-TZVPD

Properties
* HOMO: -6.779 eV
* LUMO: -0.0041 Ha
* E: -139226.4390 eV
* HOMO-LUMO gap: 0.2450 Ha

Atoms and positions in Å:
1 Ti 1.323 -0.134 0.546
2 S -0.752 0.230 -2.678
3 C -0.881 -1.509 -2.905
4 C -1.837 -1.792 -3.884
5 C -2.277 -3.082 -4.102
6 C -1.734 -4.128 -3.369
7 C -0.748 -3.865 -2.438
8 C -0.321 -2.564 -2.176
9 S 1.048 -2.356 -1.067
10 C 0.623 -3.405 0.378
11 C 1.656 -3.007 1.386
12 C 2.689 -3.814 1.735
13 C 3.795 -3.244 2.425
14 C 3.791 -1.933 2.760
15 C 2.610 -1.154 2.531
16 C 2.374 0.160 2.870
17 S 0.512 1.979 1.192
18 C -0.885 1.509 2.153
19 C -1.125 2.293 3.367
20 C -1.970 1.997 4.361
21 C -2.994 0.904 4.359
22 C -2.786 -0.165 2.491
23 C -1.568 0.392 1.801
24 S -0.974 -0.597 0.500
25 N 1.621 -1.698 1.758
26 H -2.243 -0.974 -4.468
27 H -3.029 -3.272 -4.856
28 H -2.057 -5.146 -3.540
29 H -0.290 -4.684 -1.901
30 H 0.720 -4.457 0.126
31 H -0.390 -3.155 0.692
32 H 2.707 -4.847 1.416
33 H 4.658 -3.860 2.639
34 H 4.637 -1.458 3.238
35 H 1.362 0.486 3.034
36 H 3.179 0.810 3.183
37 H -0.487 3.160 3.485
38 H -1.989 2.661 5.219
39 H -3.605 0.941 5.259
40 H -3.224 -0.968 1.903
41 C 7.029 0.101 -5.436
42 C 6.267 0.164 -4.142
43 C 5.207 -0.701 -3.892
44 C 4.502 -0.640 -2.700
45 C 4.868 0.295 -1.746
46 C 5.933 1.163 -1.966
47 C 6.620 1.093 -3.163
48 S 3.974 0.409 -0.236
49 O 3.281 -0.899 -0.078
50 O 4.899 0.746 0.804
51 N 2.730 1.382 -0.360
52 C 2.488 2.031 -1.629
53 C 1.702 1.164 -2.585
54 O 1.868 0.983 -3.746
55 O 0.677 0.571 -1.855
56 H 6.630 -0.670 -6.092
57 H 8.083 -0.116 -5.258
58 H 6.976 1.055 -5.962
59 H 4.925 -1.431 -4.640
60 H 3.682 -1.320 -2.504
61 H 6.219 1.868 -1.196
62 H 7.451 1.765 -3.343
63 H 3.397 2.344 -2.144
64 H 1.865 2.912 -1.444
65 C -7.107 -0.978 3.784
66 C -5.642 -0.649 3.730
67 C -5.203 0.457 3.121
68 C -3.781 0.907 3.009
69 C -2.513 -0.532 3.985
70 C -3.428 -1.607 4.479
71 C -4.757 -1.635 4.370
72 S -0.783 -0.993 4.361
73 C -0.898 -0.757 6.144
74 O -0.690 -2.464 4.149
75 H -7.705 -0.216 3.286
76 H -7.450 -1.062 4.818
77 H -7.307 -1.940 3.304
78 H -5.943 1.110 2.669
79 H -3.725 1.855 2.478
80 H -2.931 -2.465 4.919
81 H -5.261 -2.505 4.779
82 H -1.688 -1.384 6.556
83 H -1.073 0.295 6.365
84 H 0.065 -1.061 6.553

Question: LUMO of number 2 (C36H34N2O5S6Ti)?
Answer: -0.0041 Ha